[1]
ORCA calculation (ωB97M-V with the def2-TZVPD basis set) on C23H27AlF9N2O4S2Te as an isolated structure.

```
! wB97M-V def2-TZVPD RIJCOSX def2/J DEFGRID3
* xyz 1 1
Al 1.17054 0.33182 -0.39865
C 2.51864 3.09023 -0.33955
C 3.59814 2.18415 0.27563
N 3.17317 0.76852 0.27743
C 3.50659 0.09497 1.54412
C 2.57869 0.55650 2.65990
S 0.85840 0.29137 2.12760
C 0.08768 1.93709 2.20603
C 0.81913 3.00630 1.41387
N 1.19008 2.53637 0.06544
H 2.66410 2.33932 -2.10822
H 2.62491 4.10801 0.04543
H 3.78900 2.49819 1.30115
H 4.51880 2.33260 -0.28737
H 3.65844 0.26756 -0.46566
H 4.54898 0.27093 1.82159
H 3.36616 -0.97485 1.41494
H 2.71053 1.60348 2.92698
H 2.73465 -0.04635 3.55163
H -0.03299 2.22905 3.24774
H -0.89380 1.76559 1.76662
H 1.72294 3.30371 1.94646
H 0.18027 3.88988 1.35606
H 0.49723 2.86416 -0.60737
C 0.67944 0.31524 -4.53415
S 0.69101 1.59479 -3.24750
O 2.65841 3.21899 -1.70782
O -0.71393 1.76075 -2.82499
O 1.45083 0.74989 -2.08674
H 1.10309 0.75473 -5.43589
H -0.35347 0.02471 -4.71402
H 1.27556 -0.53682 -4.21756
Te -1.46040 -0.28159 -0.93317
C -2.37366 -1.50791 0.56545
C -3.25417 -2.47614 0.09340
C -3.97063 -3.26575 0.97934
C -3.80208 -3.10529 2.34647
C -2.92999 -2.13922 2.82361
C -2.22795 -1.33789 1.93510
C -3.05616 1.10674 -0.69547
C -3.88732 1.28355 -1.79456
C -5.05597 2.01915 -1.66800
C -5.38984 2.59131 -0.44971
C -4.55686 2.42170 0.64627
C -3.39972 1.66659 0.52638
H -3.37807 -2.61533 -0.97437
H -4.66221 -4.00959 0.60654
H -4.34689 -3.73266 3.03914
H -2.79308 -2.00596 3.88905
H -1.55704 -0.59291 2.33098
H -3.62070 0.83817 -2.74446
H -5.72128 2.12503 -2.51455
H -6.30912 3.15233 -0.34787
H -4.81934 2.85346 1.60318
H -2.79900 1.48676 1.40742
F 1.87754 -2.70947 1.87107
C 1.43539 -3.42596 0.81841
F 1.96753 -4.64526 0.89103
F 0.11332 -3.53089 0.94813
C 1.81796 -2.69034 -0.50604
O 1.55048 -1.36916 -0.37406
C 1.03453 -3.30961 -1.70392
F 1.39702 -2.69098 -2.83880
F -0.28457 -3.12990 -1.56355
F 1.24300 -4.61582 -1.84015
C 3.34958 -2.86069 -0.78020
F 3.66849 -4.01004 -1.35823
F 3.77134 -1.85654 -1.57334
F 4.04865 -2.76075 0.36635
*
```

Properties
- gap between HOMO and LUMO (eV) = 9.335
- HOMO (Ha) = -0.424
- LUMO energy (eV) = -2.19
- energy above the lowest of the compared OMol25 structures with the same formula, charge and spin (eV) = 0.2074

***

[2]
ORCA calculation (ωB97M-V with the def2-TZVPD basis set) on C23H27BBr2Cl5Cs2KNO9 as an isolated structure.

```
! wB97M-V def2-TZVPD RIJCOSX def2/J DEFGRID3
* xyz 1 1
C -1.78715 0.90881 0.57576
B -2.67849 2.22510 0.59891
O -2.16788 3.42033 0.97222
C -4.18768 2.03388 0.20639
C -4.64884 1.98985 -1.04163
C -6.10832 1.76291 -1.27176
O -6.70056 2.32297 -2.16357
C -6.74443 0.84819 -0.28517
C -6.32074 0.89652 0.97143
C -5.22521 1.85023 1.29194
O -5.13020 2.46703 2.32239
H -1.93493 0.43020 1.53954
H -0.75658 1.10559 0.35243
H -2.20523 0.25346 -0.17485
H -1.88173 4.09599 0.35737
H -4.00726 2.08786 -1.89428
H -7.52476 0.18847 -0.63470
H -6.72348 0.28388 1.76425
Cs -0.35114 -1.29128 0.24403
Br 3.44588 -4.82298 -2.94521
C 2.01787 -4.52716 -4.23413
C 1.60005 -3.08652 -4.18326
Br 0.52953 -2.57233 -2.57929
H 1.24893 -5.26559 -4.01555
H 2.40779 -4.78330 -5.21924
H 0.94532 -2.87069 -5.02379
H 2.43936 -2.39888 -4.16557
O 1.29826 -6.81093 -5.23417
H 2.02819 -7.35715 -5.54725
C -5.80181 4.50073 4.78152
C -5.44806 5.79243 4.72411
C -5.04340 6.58203 5.95665
O -4.72489 7.74135 5.76188
C -5.06214 5.92580 7.24085
C -5.41894 4.63267 7.30040
C -5.79925 3.83764 6.06374
O -6.08292 2.66527 6.23781
O -5.47206 3.93071 8.41484
O -5.40839 6.50825 3.61397
H -6.08907 3.93057 3.91237
H -4.78757 6.49756 8.11578
H -5.75887 3.02993 8.16565
H -5.12114 7.40479 3.88865
C 4.77091 -4.66059 0.53415
C 4.51340 -3.63717 1.59506
O 3.45523 -2.98539 1.59451
C 5.54610 -3.42360 2.60441
H 3.91580 -4.72069 -0.14494
H 5.67390 -4.41295 -0.03748
H 4.94448 -5.62851 1.03780
H 6.49470 -3.12932 2.15459
H 5.70111 -4.38925 3.14579
H 5.21559 -2.64182 3.29043
C 9.49237 -1.38151 2.04449
Cl 9.08582 0.12702 2.86840
Cl 11.13327 -1.29959 1.42644
Cl 9.30708 -2.73990 3.13174
Cl 8.37114 -1.59933 0.66788
Cl 6.18624 -6.50907 2.92047
Cs 4.15985 -1.91181 -0.68892
K -2.71444 1.63949 -3.36549
N 2.11994 -0.99670 -6.69574
C 2.00243 0.32355 -7.04213
C 3.26108 0.81300 -7.26132
C 4.17234 -0.25821 -7.05183
C 3.44111 -1.36123 -6.70144
H 1.35564 -1.60581 -6.48522
H 1.03815 0.79713 -7.11496
H 3.50453 1.81929 -7.55713
H 5.24308 -0.22396 -7.15803
H 3.75113 -2.36731 -6.47303
*
```

Properties
- gap between HOMO and LUMO (eV) = 1.744
- HOMO (Ha) = -0.274
- LUMO energy (eV) = -5.71

***

[3]
ORCA calculation (ωB97M-V with the def2-TZVPD basis set) on C23H27BN9O3S2Tl as an isolated structure.

```
! wB97M-V def2-TZVPD RIJCOSX def2/J DEFGRID3
* xyz 0 1
Tl -0.51755 0.03084 0.06250
C -4.32927 -1.36400 2.08423
C -3.49786 -1.23262 0.96824
N -2.39060 -0.57813 1.30655
N -2.48244 -0.26685 2.61470
C -3.64507 -0.72555 3.10231
B -1.41866 0.63683 3.29652
N -0.01357 -0.01240 3.20002
C 0.70327 -0.60878 4.16464
C 1.94720 -0.92775 3.65432
C 1.90160 -0.48626 2.32923
N 0.72726 0.07772 2.07384
N -1.36859 1.99163 2.56030
C -1.51705 3.21580 3.09855
C -1.25131 4.15414 2.12521
C -0.93610 3.39855 0.98737
N -1.01303 2.10060 1.25781
H -5.30013 -1.83067 2.13103
H -3.64614 -1.58298 -0.04221
H -3.91387 -0.57353 4.13638
H -1.71780 0.80523 4.44652
H 0.29668 -0.75582 5.15457
H 2.76764 -1.40790 4.16283
H 2.65549 -0.55370 1.55692
H -1.80089 3.33507 4.13388
H -1.28274 5.22778 2.21521
H -0.66486 3.73897 0.00097
C -2.98249 -4.19253 -5.07691
O -3.26080 -4.85200 -3.85376
C -2.66885 -4.36548 -2.74601
C -2.93846 -5.07533 -1.55738
C -2.34684 -4.66644 -0.39975
C -1.47188 -3.55575 -0.33844
C -0.79405 -3.19950 0.88406
C -0.99791 -3.97906 2.16094
O -0.02424 -2.23268 0.96445
C -1.25874 -2.79306 -1.53085
O -0.55260 -1.71128 -1.57783
C -1.86618 -3.25018 -2.73094
H -3.50991 -4.74718 -5.84614
H -1.91146 -4.20007 -5.29334
H -3.34182 -3.16057 -5.06354
H -3.60799 -5.92486 -1.59638
H -2.57058 -5.21695 0.50413
H -1.35850 -4.99533 2.02815
H -1.71656 -3.42598 2.77496
H -0.04893 -3.99166 2.69545
H -1.68040 -2.66992 -3.62540
C 1.99552 3.31489 -3.08985
N 1.39294 2.05675 -3.47568
C 0.68996 1.92589 -4.75434
C 0.01435 0.54642 -4.64058
N 0.47364 0.07047 -3.33536
C 1.15302 1.00693 -2.69039
S 1.69995 0.86613 -1.06445
H 1.22667 4.08603 -3.02268
H 2.74279 3.60581 -3.83022
H 2.47618 3.20122 -2.12343
H 1.39921 1.97898 -5.58132
H -0.03216 2.73530 -4.85102
H 0.33035 -0.13493 -5.42740
H -1.07255 0.62276 -4.65074
H 0.02023 -0.69393 -2.81995
S -2.35354 0.84411 -1.74378
C -1.79822 2.35801 -2.17047
N -1.43218 3.40438 -2.52001
*
```

Properties
- gap between HOMO and LUMO (eV) = 7.542
- HOMO (Ha) = -0.289
- LUMO energy (eV) = -0.32
- energy above the lowest of the compared OMol25 structures with the same formula, charge and spin (eV) = 0.0675